Model P:
DFT (ωB97M-V/def2-TZVPD) results for a gas-phase ion, C6H12NO (charge +1).

The geometry in XYZ format:
```
20
Properties=species:S:1:pos:R:3:lowdin_charge:R:1
N -0.9378 -1.6175 -0.5518 0.232
C -0.6572 -0.1908 -0.0566 -0.314
C 0.9598 -0.2902 0.1179 -0.423
O 1.2035 -1.5205 0.6335 0.027
C 1.8708 0.4177 -0.9017 -0.004
C 1.7111 0.9711 0.5002 -0.028
C -1.5039 0.4061 1.0823 -0.006
C -1.4719 0.9489 -0.3764 -0.055
H -1.8787 -2.0148 -0.4089 0.180
H -0.2983 -1.9605 0.2727 0.164
H -0.5285 -2.0009 -1.3907 0.166
H 2.1247 -1.7586 0.3847 0.169
H 1.3291 0.8422 -1.6872 0.093
H 2.8426 0.0938 -1.1443 0.103
H 2.4366 0.9084 1.2163 0.085
H 1.0540 1.8740 0.7373 0.135
H -0.9214 1.1108 1.7218 0.124
H -2.4521 -0.0145 1.4608 0.122
H -2.4209 0.7802 -0.8333 0.113
H -1.1450 1.9724 -0.3762 0.118
```

2S+1 = 1
SMILES = [NH3+]C1(C2(O)CC2)CC1
net charge = +1


Model Q:
DFT (ωB97M-V/def2-TZVPD) results for 2 unconnected molecules or ions with the total composition C6H12NO.

The geometry in XYZ format:
```
20
Properties=species:S:1:pos:R:3:lowdin_charge:R:1
C 1.5317 1.1728 -0.1729 -0.097
C 0.0713 1.2272 -0.4139 0.006
C 1.5944 -0.0043 0.8260 -0.139
C 0.3074 0.0016 1.5595 -0.097
C -2.0194 0.3236 0.5522 0.004
C -0.3209 -1.8721 -2.1389 -0.070
N -0.5886 0.5994 0.5051 -0.164
O -0.3967 -1.1489 -1.1965 -0.044
H 1.8733 2.1096 0.1555 0.118
H -0.5516 1.7334 -1.2079 0.182
H 1.6331 -1.0094 0.2642 0.143
H 2.4527 0.2062 1.6132 0.169
H -0.2425 -0.9372 1.6615 0.134
H 0.1873 0.5932 2.4301 0.130
H -2.4556 0.6788 1.5427 0.135
H -2.5217 0.7010 -0.3968 0.131
H -2.0035 -0.7653 0.5537 0.087
H 2.0976 1.0313 -1.0550 0.118
H -1.2817 -2.5755 -2.3475 0.138
H 0.6335 -2.0654 -2.7344 0.114
```

2S+1 = 1
net charge = +1


Most stable: model Q


Model P:
DFT (ωB97M-V/def2-TZVPD) results for a gas-phase ion, C6H12NO (charge +1).

The geometry in XYZ format:
```
20
Properties=species:S:1:pos:R:3:lowdin_charge:R:1
C 1.7691 1.1316 -0.0412 -0.005
C 0.4389 1.1111 0.0809 0.000
C 2.5837 -0.0909 -0.3225 -0.021
C -0.5027 -0.0617 0.0467 -0.607
C -1.1376 -0.0978 -1.3923 -0.020
C -1.5711 0.0440 1.1191 -0.035
N 0.3831 -1.1837 0.2635 0.083
O 3.6321 -0.4566 0.2807 0.250
H 2.3676 2.0200 -0.0151 0.122
H 0.0713 2.0967 0.0575 0.122
H 2.2496 -0.9264 -0.9813 0.156
H -1.8031 -1.0241 -1.4306 0.115
H -0.4583 -0.0575 -2.2998 0.101
H -1.6712 0.9225 -1.5149 0.119
H -2.1710 0.9853 1.0901 0.107
H -1.1752 0.1674 2.1155 0.086
H -2.3846 -0.6876 1.1562 0.100
H 0.1895 -1.8902 -0.5367 0.156
H 0.1866 -1.6110 1.0950 0.065
H 3.8266 0.2410 0.8225 0.104
```

2S+1 = 1
net charge = +1


Model Q:
DFT (ωB97M-V/def2-TZVPD) results for a gas-phase ion, C6H12NO (charge +1).

The geometry in XYZ format:
```
20
Properties=species:S:1:pos:R:3:lowdin_charge:R:1
C -2.2975 0.3381 0.9803 0.145
N -1.3386 0.6139 0.2401 -0.139
C -0.6350 1.8635 0.4133 0.029
C -0.8386 -0.4372 -0.7156 -0.117
C -0.2070 -1.5608 0.0301 -0.079
C 1.1272 -1.5315 0.1587 -0.085
C 2.1611 -0.6344 -0.3800 -0.280
O 1.7365 0.3997 -1.2064 -0.136
H -2.6251 1.0521 1.8635 0.182
H -2.9120 -0.4770 0.7459 0.108
H -0.5372 2.0591 1.4661 0.103
H 0.3516 1.6789 -0.0248 0.092
H -1.2699 2.6466 -0.0363 0.131
H -0.0515 -0.0117 -1.4026 0.128
H -1.6973 -0.6920 -1.3387 0.138
H -0.8278 -2.4972 0.3948 0.158
H 1.6883 -2.3807 0.6384 0.140
H 2.6335 -0.1059 0.5778 0.173
H 2.9211 -1.1922 -0.9441 0.137
H 2.6183 0.8688 -1.4606 0.174
```

2S+1 = 1
SMILES = C=[N+](C)C/C=C\CO
net charge = +1


Most stable: model Q


Model P:
DFT (ωB97M-V/def2-TZVPD) results for a molecular structure, C2H3NOS2.

The geometry in XYZ format:
```
9
Properties=species:S:1:pos:R:3:lowdin_charge:R:1
C -0.0155 -1.0429 -0.0479 -0.396
C 0.4509 -0.3758 1.0173 -0.500
N -0.9530 -0.5176 -0.8247 -0.371
O 0.4726 1.8766 -1.0884 -0.391
S -0.5871 0.8400 1.6296 0.698
S -1.5153 0.8458 -0.1858 0.741
H 0.5575 -1.9884 -0.3177 0.144
H 1.2798 -0.6407 1.5500 0.039
H 0.3101 1.0031 -1.7323 0.035
```

2S+1 = 1


Model Q:
DFT (ωB97M-V/def2-TZVPD) results for C2H3NOS2 in the gas phase.

The geometry in XYZ format:
```
9
Properties=species:S:1:pos:R:3:lowdin_charge:R:1
S 0.5599 -2.6519 0.7371 0.603
C -0.5239 -1.4387 0.4887 -0.717
N -0.2204 -0.1641 0.1886 -0.109
O -1.2351 0.7047 -0.2358 -0.068
C -0.7984 1.7898 -0.6510 -0.692
S 0.8039 2.1511 -0.6252 0.728
H -1.5906 -1.3623 0.5606 0.075
H 0.7511 0.3460 0.2801 0.062
H -1.6247 2.4322 -1.0917 0.119
```

2S+1 = 1
SMILES = S=CNOC=S


Model R:
DFT (ωB97M-V/def2-TZVPD) results for C2H3NOS2 in the gas phase.

The geometry in XYZ format:
```
9
Properties=species:S:1:pos:R:3:lowdin_charge:R:1
O -1.4182 -2.1329 1.9014 -0.089
C -1.0977 -1.0263 1.3287 -0.553
S 0.5492 -0.6265 0.9850 1.003
N 0.3874 0.6102 -0.1422 -0.420
C 0.8642 0.4766 -1.3927 -0.791
S 1.1335 1.7395 -2.4126 0.616
H -1.7895 -0.0054 0.9742 0.153
H 0.2342 1.5201 0.1023 0.045
H 1.1370 -0.5551 -1.3441 0.037
```

2S+1 = 1
SMILES = O=CSNC=S


Most stable: model R


Model P:
DFT (ωB97M-V/def2-TZVPD) results for C2H3NOS2 in the gas phase.

The geometry in XYZ format:
```
9
Properties=species:S:1:pos:R:3:lowdin_charge:R:1
O -2.1403 -1.1300 -0.5927 -0.099
C -1.4897 -0.0560 0.0716 -0.214
N -0.1375 0.1754 -0.1408 -0.572
S 0.2988 1.8404 -0.3411 0.726
C 0.8266 -0.7987 0.0322 -0.598
S 2.4763 -0.5412 -0.3064 0.623
H -2.1021 0.7742 0.8038 0.183
H 1.7237 1.4663 0.2094 -0.073
H 0.5441 -1.7303 0.2640 0.024
```

2S+1 = 1
SMILES = O=CN(S)C=S


Model Q:
DFT (ωB97M-V/def2-TZVPD) results for C2H3NOS2 in the gas phase.

The geometry in XYZ format:
```
9
Properties=species:S:1:pos:R:3:lowdin_charge:R:1
O -1.2262 1.5386 -0.0594 0.008
C -0.5182 0.5195 -0.0807 -0.701
C -1.3924 -0.5927 0.2895 -0.606
S -2.8559 -0.8730 -0.3026 0.774
N 0.7826 0.4924 -0.2891 -0.321
S 1.9590 -0.8563 -0.2345 0.688
H -0.7852 -1.2873 0.8324 0.032
H 1.0349 1.3839 -0.9073 0.176
H 3.0014 -0.3252 0.7518 -0.050
```

2S+1 = 1
SMILES = O=C(C=S)NS


Model R:
DFT (ωB97M-V/def2-TZVPD) results for a molecular structure, C2H3NOS2.

The geometry in XYZ format:
```
9
Properties=species:S:1:pos:R:3:lowdin_charge:R:1
C -1.5934 -1.0238 0.1183 -0.357
C 0.7629 -0.8764 -0.0835 -0.748
H 1.0510 1.2045 0.9827 0.026
H -1.5144 -2.2066 0.6661 0.213
H 0.7756 -1.8938 0.2674 0.048
N -0.4706 -0.3123 0.0254 -0.472
O -2.7055 -0.4938 -0.1740 -0.019
S -0.4410 1.5430 0.0071 0.654
S 2.2915 -0.2658 -0.0641 0.654
```

2S+1 = 1


Model S:
DFT (ωB97M-V/def2-TZVPD) results for C2H3NOS2 in the gas phase.

The geometry in XYZ format:
```
9
Properties=species:S:1:pos:R:3:lowdin_charge:R:1
O 0.2169 -0.0706 2.7005 -0.047
C 0.9092 0.7833 2.1536 -0.629
S 0.9817 1.1534 0.4850 1.002
C -0.0586 -0.0666 -0.1871 -0.624
N -0.3491 -0.0980 -1.4050 -0.487
S -1.2444 -1.3346 -1.9681 0.760
H 1.5999 1.4507 2.7310 0.088
H -0.1813 -0.8653 0.5392 0.073
H -1.6121 -0.7361 -3.1081 -0.136
```

2S+1 = 1
SMILES = O=CS/C=N/S


Most stable: model S


Model P:
DFT (ωB97M-V/def2-TZVPD) results for 3 unconnected molecules or ions with the total composition C4H15NO2.

The geometry in XYZ format:
```
22
Properties=species:S:1:pos:R:3:lowdin_spin:R:1
C 1.3988 1.1862 -0.7977 0.088
C 0.0535 1.4068 -0.1831 0.060
C -0.1501 0.7472 1.2098 0.007
C -1.1343 0.9767 -1.1250 0.015
N 2.6748 1.6789 -0.1314 0.751
H 1.4278 0.1219 -0.8945 -0.001
H 1.4599 1.5299 -1.8356 0.027
H 0.0376 2.4881 0.0777 -0.001
H 0.6914 1.0516 1.9182 0.002
H -1.0234 0.9843 1.7782 0.002
H -0.1970 -0.3505 1.1014 0.000
H -1.2471 1.7578 -1.9235 0.001
H -2.1149 0.8841 -0.5979 0.005
H -0.8503 0.2066 -1.8348 0.000
H 2.3621 2.5518 0.3243 0.020
H 2.9317 1.0557 0.6709 0.025
H -3.3804 -2.4971 0.9561 0.000
H -1.9659 -2.6459 0.8135 0.000
O -2.6987 -2.9770 1.2872 0.000
H -0.0322 -1.7414 -1.2007 0.000
H 1.0370 -1.5853 -0.1329 0.000
O 0.3403 -2.2063 -0.4028 0.000
```

2S+1 = 2
expectation value of S² = 0.755
net charge = +1


Model Q:
DFT (ωB97M-V/def2-TZVPD) results for 3 unconnected molecules or ions with the total composition C4H15NO2.

The geometry in XYZ format:
```
22
Properties=species:S:1:pos:R:3:lowdin_spin:R:1
C 2.0799 0.6754 0.4065 0.000
C 1.2458 -0.2079 1.3245 0.077
N 0.3494 -1.0888 0.5410 0.698
C -0.2437 -2.2746 1.1282 0.089
C -1.0502 -3.0298 0.0628 0.003
H 1.5564 1.5833 0.1601 0.000
H 3.0796 0.8339 0.7446 0.000
H 2.2245 0.1757 -0.5596 -0.001
H 0.6364 0.3358 2.0399 0.016
H 1.8635 -0.8872 1.9194 0.040
H 0.8735 -1.2575 -0.3264 0.017
H -0.8588 -1.9754 1.9748 0.013
H 0.6108 -2.7755 1.6041 0.046
H -0.3695 -3.2859 -0.7431 0.000
H -1.7206 -2.2573 -0.3209 0.001
H -1.5878 -3.9051 0.3967 0.000
H -0.4333 4.5821 -1.4713 0.000
H -1.2948 5.3615 -0.5435 0.000
O -0.7266 4.5784 -0.5513 0.000
H -1.5863 1.6921 -1.9079 0.000
H -2.3130 1.6266 -3.4131 0.000
O -2.3352 1.5003 -2.4654 0.000
```

2S+1 = 2
expectation value of S² = 0.754
net charge = +1


Most stable: model Q


Model P:
DFT (ωB97M-V/def2-TZVPD) results for C4H7NO in the gas phase.

The geometry in XYZ format:
```
13
Properties=species:S:1:pos:R:3:lowdin_charge:R:1
C -1.7595 -0.2674 -0.0340 -0.155
N -1.2434 1.0740 0.3642 0.033
C -0.4972 0.2509 -0.5803 -0.285
C 0.8394 -0.4141 -0.4214 -0.270
C 1.9367 0.1796 0.3424 -0.104
O 1.1825 -0.9153 0.8553 -0.037
H -1.6084 -1.0780 0.6796 0.112
H -2.6741 -0.2581 -0.6007 0.094
H -1.3798 0.7665 1.3307 0.097
H -0.6584 0.5913 -1.6032 0.141
H 1.1025 -1.0704 -1.2591 0.148
H 2.9719 -0.0484 0.0831 0.111
H 1.7682 1.1317 0.8416 0.116
```

2S+1 = 1
SMILES = C1N[C@H]1[C@H]1CO1


Model Q:
DFT (ωB97M-V/def2-TZVPD) results for C4H7NO in the gas phase.

The geometry in XYZ format:
```
13
Properties=species:S:1:pos:R:3:lowdin_charge:R:1
N 1.4605 -0.8097 -0.4399 0.131
C 0.8832 0.5671 0.0518 -0.430
O 1.3602 1.5739 -0.3926 0.097
C -0.2895 0.1396 0.7710 -0.275
C -1.0149 -0.4518 -0.5050 -0.152
C -1.6994 0.5022 0.4519 -0.150
H 1.9416 -1.3370 0.2876 0.135
H 2.0769 -0.6736 -1.2398 0.138
H -0.1195 -0.6452 1.5080 0.128
H -0.7367 0.1765 -1.3712 0.066
H 0.3851 -1.2595 -0.6538 0.120
H -2.4180 0.1210 1.1770 0.093
H -1.9189 1.5132 0.1130 0.101
```

2S+1 = 1


Model R:
DFT (ωB97M-V/def2-TZVPD) results for a molecular structure, C4H7NO.

The geometry in XYZ format:
```
13
Properties=species:S:1:pos:R:3:lowdin_charge:R:1
C 0.8793 1.5218 -0.4333 -0.117
C 0.4612 0.0582 -0.6103 -0.246
C -0.1575 -0.4896 0.6906 -0.117
C -1.2629 -1.4394 0.4519 -0.559
O -2.0388 -2.1444 1.2300 0.042
N -1.9226 -1.9509 -0.4913 0.286
H 1.3012 1.9392 -1.3537 0.072
H 0.0176 2.1365 -0.1431 0.076
H 1.6347 1.6239 0.3557 0.076
H 1.3401 -0.5428 -0.8804 0.112
H 0.5798 -1.0071 1.3150 0.134
H -0.5718 0.3224 1.3037 0.131
H -0.2603 -0.0279 -1.4348 0.109
```

2S+1 = 1


Most stable: model R